[1]
Entry from the Open Molecules 2025 dataset: a structure of composition C35H41FN8O5S2Ti (the ωB97M-V functional and the def2-TZVPD basis).

Its energy is -3918.3966 Eh. The energy relative to the best compared isomer or geometry (same formula, charge and spin) is 0.000 eV. Its HOMO energy (alpha / beta) is -4.63 / -6.73 eV. Its expectation value of S² is 2.020. The value obtained for the max |F| is 0.5 eV Å⁻¹. As for the HOMO-LUMO gap (alpha / beta): 0.1422 / 0.2194 hartree.

```
! wB97M-V def2-TZVPD RIJCOSX def2/J DEFGRID3
* xyz 0 3
Ti 0.59888 -0.25836 -0.21226
O 0.96174 -6.27231 -1.15856
C 0.76404 -4.92356 -1.00104
C 0.44536 -4.07943 -2.03844
C 0.29404 -2.71179 -1.76397
N 0.62641 -2.23060 -0.51839
C 0.65761 -3.09639 0.52790
C 0.77923 -4.43562 0.34357
C 0.35600 -2.38556 1.84301
O 0.47196 -2.94730 2.92383
O -0.09497 -1.18230 1.64044
C -0.37406 -1.68781 -2.55602
O -0.91328 -1.89873 -3.66642
O -0.46708 -0.53314 -1.93328
H 0.90133 -6.48698 -2.09463
H 0.25536 -4.44892 -3.04208
H 0.80903 -5.11459 1.18577
N 2.94169 1.15270 3.15345
C 3.71824 0.01298 3.04965
C 4.78455 -0.47121 3.79941
C 5.33418 -1.66752 3.38432
C 4.84367 -2.35762 2.26346
C 3.78636 -1.87336 1.52388
C 3.21928 -0.66765 1.93494
N 2.17771 0.05360 1.39237
C 2.04773 1.11248 2.13430
C 1.05698 2.11815 1.79245
C 0.80553 3.32996 2.33930
S -0.42912 4.11906 1.46102
C -0.52641 2.78320 0.39994
N 0.28556 1.81566 0.69042
H 3.03049 1.87851 3.83985
H 5.16603 0.05748 4.66435
H 6.16471 -2.08666 3.93835
H 5.30576 -3.29506 1.97933
H 3.39608 -2.40061 0.66380
H 1.28417 3.80610 3.18086
H -1.18207 2.78385 -0.46637
C -5.27221 -1.11134 -4.49862
C -3.79499 -0.89151 -4.22519
N -3.60876 0.37470 -3.52296
C -2.56983 1.23681 -3.70673
S -2.74504 2.83452 -3.14715
N -1.49577 0.76241 -4.31896
C -0.28411 1.54628 -4.49813
C -0.24052 2.23749 -5.85166
H -5.42794 -2.06440 -5.00456
H -5.67979 -0.31629 -5.12602
H -5.84676 -1.13481 -3.56606
H -3.23388 -0.86644 -5.16290
H -3.37393 -1.71681 -3.64947
H -4.44555 0.86008 -3.24781
H -1.34630 -0.26312 -4.28842
H 0.55176 0.85865 -4.38191
H -0.22884 2.28335 -3.70054
H -0.30439 1.51014 -6.66341
H 0.69210 2.79521 -5.96064
H -1.07400 2.93651 -5.94410
C -4.93177 0.58262 0.06328
C -3.45680 1.03803 -0.03891
N -2.56925 0.00793 0.48817
C -2.82047 -0.17383 1.91577
C -4.29591 -0.58417 2.14939
N -4.94347 -0.73116 0.79782
C -4.21246 -1.77241 -0.00848
C -2.77609 -1.24840 -0.23630
H -5.38230 0.40435 -0.91238
H -5.55948 1.27518 0.62222
H -3.31664 1.95053 0.54353
H -3.20152 1.26450 -1.07535
H -2.60957 0.76593 2.42846
H -2.12400 -0.91712 2.29614
H -4.86924 0.16089 2.69893
H -4.38891 -1.54467 2.65287
H -5.90478 -1.02782 0.92564
H -4.76144 -1.90272 -0.94077
H -4.24593 -2.70079 0.55971
H -2.59700 -1.06174 -1.29427
H -2.04176 -1.97386 0.11036
F 3.94190 5.54226 0.38075
C 3.58503 4.31961 -0.10184
C 2.52836 4.22625 -0.98603
C 2.16022 2.97355 -1.45510
C 2.80904 1.79686 -1.04962
C 2.29848 0.46679 -1.43704
C 3.90970 1.95983 -0.19472
C 4.29662 3.20488 0.28712
H 2.00897 5.12336 -1.30260
H 1.31775 2.89571 -2.13652
H 3.07846 -0.29869 -1.38143
H 1.88075 0.47723 -2.44561
H 4.47298 1.08271 0.10662
H 5.14824 3.31418 0.94939
*
```



[2]
Entry from the Open Molecules 2025 dataset: a structure of composition C3H7NOS (the ωB97M-V functional and the def2-TZVPD basis).

Its energy is -646.4391 Eh. The energy relative to the best compared isomer or geometry (same formula, charge and spin) is 7.424 eV. Its HOMO energy (alpha / beta) is -7.82 / -7.74 eV. The value obtained for the max |F| is 3.9 eV Å⁻¹. As for the HOMO-LUMO gap (alpha / beta): 0.2984 / 0.2795 hartree.

```
! wB97M-V def2-TZVPD RIJCOSX def2/J DEFGRID3
* xyz 0 1
C 2.05758 1.45263 0.03538
C -0.35299 -1.77723 -0.36552
C 1.52948 0.48930 0.74713
N -2.20839 0.05680 -0.62599
O -2.82779 1.19587 -0.27973
S -0.75904 -0.10802 0.18118
H -2.68188 1.41331 0.67206
H 1.37576 1.96694 -0.71407
H 3.09955 1.63686 0.22482
H -0.23168 -1.87110 -1.39868
H -1.28228 -2.19957 -0.11809
H 0.51493 -2.17165 0.10497
H 1.76674 -0.08414 1.53654
*
```